Entry 1:
This record from the Open Molecules 2025 dataset describes the molecule C5H8O. The level of theory is ωB97M-V with the def2-TZVPD basis set.

Each line ends with the natural charge from an NBO analysis.
Cartesian coordinates (Å):
O (-0.637, 2.189, -1.011)  -0.53
C (-0.311, 1.265, -0.305)  0.61
C (-1.245, 0.225, 0.290)  -0.52
C (-0.576, -1.055, -0.218)  -0.39
C (0.926, -0.789, 0.032)  -0.40
C (1.108, 0.794, -0.002)  -0.53
H (-1.157, 0.274, 1.385)  0.22
H (-2.278, 0.395, -0.009)  0.23
H (-0.851, -1.978, 0.302)  0.21
H (-0.812, -1.195, -1.281)  0.21
H (1.524, -1.446, -0.613)  0.22
H (1.128, -1.110, 1.059)  0.20
H (1.362, 1.102, 1.021)  0.23
H (1.819, 1.328, -0.648)  0.24

Computed properties:
HOMO level (eV): -9.4
M (g/mol): 84.1
ΔE to the lowest compared entry with this formula, charge and spin (eV): 0.355
Kohn-Sham gap (eV): 10.33
Structure (SMILES): O=C1CCCC1

=====

Entry 2:
This record from the Open Molecules 2025 dataset describes C44H61LaN4O8S4 as an isolated structure at a distorted geometry. The level of theory is ωB97M-V with the def2-TZVPD basis set.

Each line ends with the Löwdin charge.
Cartesian coordinates (Å):
La (-0.282, -1.172, -1.044)  2.09
C (1.193, 1.930, 5.803)  -0.05
C (0.390, 0.633, 5.644)  -0.56
C (0.797, -0.323, 6.765)  -0.08
C (-1.099, 0.959, 5.822)  -0.06
C (0.655, 0.041, 4.259)  -0.20
C (0.069, 0.624, 3.133)  0.00
C (0.332, 0.174, 1.844)  -0.23
N (-0.300, 0.641, 0.691)  -0.06
C (-0.605, 1.954, 0.482)  -0.22
C (-0.169, 3.048, 1.235)  0.01
C (-0.496, 4.363, 0.902)  -0.19
C (-1.271, 4.609, -0.215)  -0.01
C (-1.738, 3.552, -1.024)  -0.10
C (-1.412, 2.256, -0.656)  -0.19
O (-1.809, 1.209, -1.469)  -0.10
C (-2.552, 3.828, -2.294)  -0.53
C (-3.925, 3.141, -2.231)  -0.04
C (-1.782, 3.346, -3.531)  -0.04
C (-2.811, 5.326, -2.476)  -0.09
C (0.034, 5.487, 1.797)  -0.56
C (-0.410, 6.869, 1.326)  -0.08
C (-0.474, 5.288, 3.230)  -0.05
C (1.568, 5.460, 1.805)  -0.05
C (1.229, -0.931, 1.669)  -0.33
O (1.444, -1.356, 0.427)  -0.35
C (1.814, -1.536, 2.790)  -0.10
C (1.521, -1.025, 4.064)  -0.01
C (2.756, -2.734, 2.621)  -0.53
C (3.294, -3.223, 3.965)  -0.09
C (2.019, -3.910, 1.961)  -0.04
C (3.967, -2.339, 1.761)  -0.04
H (1.011, 2.386, 6.782)  0.08
H (2.262, 1.738, 5.704)  0.09
H (0.915, 2.651, 5.034)  0.06
H (0.512, 0.104, 7.732)  0.07
H (0.313, -1.295, 6.664)  0.09
H (1.874, -0.493, 6.788)  0.07
H (-1.286, 1.309, 6.842)  0.07
H (-1.429, 1.741, 5.141)  0.07
H (-1.720, 0.082, 5.638)  0.09
H (-0.641, 1.434, 3.241)  0.10
H (0.481, 2.862, 2.079)  0.09
H (-1.527, 5.624, -0.477)  0.07
H (-3.835, 2.060, -2.199)  0.07
H (-4.473, 3.466, -1.344)  0.09
H (-4.511, 3.417, -3.114)  0.07
H (-1.539, 2.288, -3.485)  0.07
H (-2.383, 3.528, -4.429)  0.08
H (-0.849, 3.906, -3.634)  0.08
H (-3.373, 5.751, -1.642)  0.08
H (-1.884, 5.893, -2.580)  0.08
H (-3.398, 5.475, -3.386)  0.07
H (-1.497, 6.965, 1.305)  0.08
H (-0.017, 7.629, 2.007)  0.07
H (-0.037, 7.093, 0.325)  0.08
H (-1.566, 5.317, 3.261)  0.09
H (-0.165, 4.326, 3.636)  0.06
H (-0.087, 6.075, 3.885)  0.08
H (1.958, 5.616, 0.797)  0.09
H (1.962, 6.248, 2.454)  0.07
H (1.953, 4.506, 2.159)  0.08
H (1.986, -1.492, 4.921)  0.07
H (2.498, -3.563, 4.633)  0.08
H (3.963, -4.069, 3.788)  0.08
H (3.864, -2.450, 4.487)  0.08
H (1.181, -4.239, 2.581)  0.09
H (1.633, -3.642, 0.982)  0.06
H (2.706, -4.754, 1.845)  0.08
H (4.536, -1.542, 2.246)  0.08
H (4.630, -3.203, 1.640)  0.08
H (3.660, -1.997, 0.779)  0.07
C (2.721, 0.009, -6.267)  -0.11
C (2.645, -0.300, -4.789)  -0.59
S (1.901, -1.804, -4.281)  0.94
C (2.963, 0.630, -3.872)  -0.58
C (3.332, 2.051, -4.187)  -0.09
S (2.879, 0.281, -2.124)  0.97
H (2.688, -0.912, -6.847)  0.06
H (3.628, 0.546, -6.541)  0.06
H (1.866, 0.614, -6.579)  0.09
H (3.436, 2.227, -5.253)  0.06
H (4.264, 2.335, -3.695)  0.07
H (2.550, 2.711, -3.805)  0.09
O (-1.346, -6.810, -2.706)  0.02
C (-0.037, -6.790, -2.403)  -0.28
C (0.638, -8.014, -2.381)  -0.04
C (1.988, -8.066, -2.091)  -0.12
C (2.696, -6.903, -1.810)  -0.11
C (2.026, -5.693, -1.829)  -0.02
C (0.669, -5.605, -2.121)  -0.06
C (0.034, -4.252, -2.084)  -0.46
O (0.752, -3.260, -1.804)  -0.20
N (-1.267, -4.247, -2.361)  -0.01
N (-1.870, -2.998, -2.183)  -0.14
C (-3.007, -2.898, -2.723)  -0.84
S (-3.635, -4.195, -3.755)  0.93
C (-5.190, -3.372, -4.147)  -0.56
C (-4.909, -1.877, -4.128)  -0.56
S (-4.112, -1.496, -2.567)  0.96
H (-1.643, -5.857, -2.674)  0.03
H (0.066, -8.906, -2.599)  0.10
H (2.492, -9.027, -2.079)  0.09
H (3.751, -6.940, -1.574)  0.09
H (2.535, -4.764, -1.604)  0.12
H (-5.955, -3.616, -3.407)  0.07
H (-5.518, -3.721, -5.128)  0.06
H (-5.826, -1.288, -4.174)  0.07
H (-4.267, -1.603, -4.968)  0.08
O (-1.345, -2.799, 1.021)  -0.12
H (-0.956, -2.329, 1.771)  0.04
H (-2.074, -2.219, 0.679)  -0.01
O (0.320, -0.186, -3.020)  -0.59
O (0.349, -1.219, -4.026)  -0.59
N (5.705, 0.560, -1.591)  0.06
C (4.579, 0.444, -1.810)  -0.58
C (-3.584, -0.367, 0.681)  -0.27
O (-2.740, -0.928, -0.264)  -0.58
H (-4.388, 0.233, 0.216)  0.06
H (-3.056, 0.307, 1.378)  0.07
H (-4.094, -1.129, 1.297)  0.07
H (-2.288, 0.501, -0.937)  0.02

Computed properties:
Total charge: -2
HOMO level (eV): -1.4
M (g/mol): 1041.2
Kohn-Sham gap (eV): 5.10

=====

Entry 3:
This record from the Open Molecules 2025 dataset describes C18H22FeN3O4 as an isolated structure at a distorted geometry. The level of theory is ωB97M-V with the def2-TZVPD basis set.

Each line ends with the Löwdin charge.
Cartesian coordinates (Å):
C (-3.925, 0.316, 1.233)  -0.02
O (-2.553, 0.742, 1.224)  -0.11
C (-1.482, -0.107, 1.020)  -0.31
C (-0.726, -0.588, 2.145)  -0.14
C (-0.032, -1.884, 1.909)  -0.15
C (0.843, -1.709, 0.718)  -0.08
C (0.361, -0.930, -0.330)  -0.13
C (-0.878, -0.258, -0.238)  -0.02
Fe (0.662, 0.505, 1.224)  0.24
C (1.652, 0.488, 2.660)  -0.11
O (2.332, 0.738, 3.570)  0.20
C (-0.011, 2.101, 1.688)  -0.05
O (-0.295, 3.166, 2.048)  0.23
C (1.934, 1.321, 0.285)  -0.06
O (2.769, 2.011, -0.140)  0.21
H (-4.504, 1.214, 1.453)  0.10
H (-4.213, -0.079, 0.253)  0.10
H (-4.081, -0.429, 2.019)  0.10
H (-1.049, -0.298, 3.149)  0.15
H (0.525, -2.220, 2.795)  0.14
H (-0.805, -2.657, 1.709)  0.15
H (1.807, -2.219, 0.656)  0.13
H (0.903, -0.900, -1.289)  0.15
H (-1.313, 0.241, -1.102)  0.15
C (0.569, -3.404, -5.119)  -0.14
C (0.697, -4.476, -4.248)  -0.09
N (1.880, -4.288, -3.567)  -0.11
C (2.460, -5.146, -2.518)  -0.09
C (2.256, -4.577, -1.103)  -0.34
C (2.712, -5.552, -0.004)  -0.12
C (1.586, -5.555, 1.049)  -0.15
C (0.345, -5.065, 0.294)  -0.20
N (0.891, -4.237, -0.768)  -0.02
C (2.458, -3.128, -4.048)  -0.16
N (1.670, -2.586, -4.968)  0.04
H (-0.228, -3.209, -5.812)  0.09
H (0.052, -5.331, -4.094)  0.11
H (2.007, -6.149, -2.596)  0.14
H (3.544, -5.228, -2.698)  0.14
H (2.842, -3.638, -1.044)  0.13
H (2.834, -6.563, -0.418)  0.12
H (3.674, -5.230, 0.404)  0.12
H (1.431, -6.541, 1.494)  0.11
H (1.835, -4.841, 1.842)  0.10
H (-0.220, -5.939, -0.095)  0.12
H (-0.344, -4.475, 0.913)  0.09
H (0.248, -4.021, -1.531)  0.12
H (3.421, -2.791, -3.682)  0.12

Computed properties:
Total charge: +1
HOMO level (spin up / spin down) (eV): -10.5 / -11.0
M (g/mol): 400.2
Kohn-Sham gap (spin up / spin down) (eV): 7.06 / 4.60
Expectation value of S²: 6.0906
2S+1: 5

=====

Entry 4:
This record from the Open Molecules 2025 dataset describes C54H52CdN9P as an isolated structure. The level of theory is ωB97M-V with the def2-TZVPD basis set.

Each line ends with the Löwdin charge.
Cartesian coordinates (Å):
Cd (0.380, 0.513, -0.165)  1.25
C (-2.868, 3.938, 6.030)  -0.09
C (-1.887, 2.958, 6.098)  -0.08
C (-1.346, 2.433, 4.932)  -0.03
C (-1.781, 2.879, 3.685)  -0.22
C (-2.766, 3.861, 3.628)  -0.04
C (-3.306, 4.390, 4.792)  -0.08
C (-1.192, 2.312, 2.432)  -0.08
C (-2.033, 1.482, 1.663)  -0.25
C (-3.428, 1.192, 1.937)  0.00
C (-3.888, 0.432, 0.913)  0.00
C (-2.778, 0.225, 0.002)  -0.26
N (-1.690, 0.855, 0.508)  0.01
C (-2.838, -0.464, -1.228)  -0.08
C (-1.811, -0.626, -2.176)  -0.26
C (-1.950, -1.246, -3.482)  0.00
C (-0.753, -1.141, -4.107)  -0.01
C (0.148, -0.459, -3.193)  -0.27
C (1.486, -0.111, -3.462)  -0.08
C (2.033, -0.572, -4.776)  -0.22
C (1.613, 0.025, -5.962)  -0.04
C (2.123, -0.393, -7.184)  -0.08
C (3.061, -1.416, -7.235)  -0.09
C (3.483, -2.019, -6.058)  -0.08
C (2.970, -1.600, -4.838)  -0.04
C (2.348, 0.659, -2.657)  -0.25
N (2.053, 1.174, -1.439)  0.01
C (3.086, 1.945, -1.016)  -0.24
C (3.116, 2.713, 0.165)  -0.08
C (4.383, 3.462, 0.439)  -0.22
C (5.242, 3.027, 1.446)  -0.03
C (6.420, 3.711, 1.712)  -0.08
C (6.751, 4.840, 0.975)  -0.09
C (5.898, 5.283, -0.027)  -0.08
C (4.721, 4.597, -0.293)  -0.04
C (2.081, 2.883, 1.111)  -0.27
C (2.108, 3.792, 2.242)  0.01
C (0.914, 3.676, 2.876)  0.01
C (0.135, 2.695, 2.143)  -0.26
N (0.884, 2.248, 1.104)  0.01
C (4.136, 1.887, -2.020)  0.00
C (3.681, 1.106, -3.029)  0.01
N (-0.527, -0.195, -2.048)  0.01
C (-4.160, -1.070, -1.583)  -0.22
C (-4.965, -0.487, -2.558)  -0.04
C (-6.189, -1.048, -2.892)  -0.08
C (-6.624, -2.202, -2.255)  -0.09
C (-5.829, -2.790, -1.280)  -0.08
C (-4.606, -2.225, -0.947)  -0.03
H (-3.290, 4.349, 6.938)  0.10
H (-1.543, 2.598, 7.059)  0.10
H (-0.583, 1.663, 4.986)  0.11
H (-3.102, 4.215, 2.660)  0.12
H (-4.067, 5.157, 4.732)  0.10
H (-3.988, 1.544, 2.790)  0.11
H (-4.892, 0.062, 0.772)  0.11
H (-2.851, -1.694, -3.872)  0.11
H (-0.500, -1.493, -5.095)  0.11
H (0.883, 0.825, -5.922)  0.12
H (1.787, 0.084, -8.096)  0.10
H (3.461, -1.740, -8.187)  0.10
H (4.212, -2.820, -6.091)  0.10
H (3.294, -2.076, -3.919)  0.11
H (4.983, 2.145, 2.021)  0.11
H (7.080, 3.358, 2.495)  0.10
H (7.670, 5.374, 1.183)  0.10
H (6.148, 6.167, -0.602)  0.10
H (4.051, 4.943, -1.071)  0.12
H (2.924, 4.450, 2.497)  0.11
H (0.577, 4.225, 3.741)  0.11
H (5.085, 2.396, -1.968)  0.11
H (4.190, 0.868, -3.949)  0.11
H (-4.623, 0.416, -3.052)  0.12
H (-6.806, -0.581, -3.650)  0.10
H (-7.579, -2.641, -2.516)  0.10
H (-6.161, -3.692, -0.780)  0.10
H (-3.980, -2.683, -0.190)  0.10
N (-1.054, -2.755, 0.799)  0.01
C (-1.507, -4.144, 0.723)  -0.28
C (-1.336, -4.716, -0.670)  -0.21
C (0.096, -4.828, -1.210)  -0.18
C (0.653, -3.582, -1.921)  -0.26
N (1.649, -2.851, -1.118)  0.01
H (-1.674, -2.191, 1.369)  0.06
H (-1.046, -2.324, -0.119)  0.03
H (-2.560, -4.255, 1.005)  0.10
H (-0.940, -4.752, 1.438)  0.10
H (-1.943, -4.128, -1.373)  0.11
H (-1.787, -5.713, -0.659)  0.11
H (0.105, -5.657, -1.921)  0.10
H (0.785, -5.117, -0.408)  0.11
H (-0.164, -2.894, -2.147)  0.07
H (1.063, -3.882, -2.892)  0.10
H (1.761, -1.905, -1.475)  0.02
H (2.556, -3.297, -1.201)  0.07
C (1.700, -2.570, 4.445)  -0.20
N (1.433, -1.133, 4.430)  -0.15
C (2.711, -0.419, 4.438)  -0.19
N (3.623, -0.809, 3.361)  -0.14
C (3.814, -2.258, 3.418)  -0.19
N (2.569, -3.026, 3.363)  -0.15
C (1.918, -2.924, 2.053)  -0.33
P (1.448, -1.182, 1.649)  0.95
C (0.631, -0.770, 3.259)  -0.33
C (3.083, -0.406, 2.054)  -0.33
H (0.752, -3.109, 4.393)  0.13
H (2.186, -2.814, 5.393)  0.12
H (3.205, -0.626, 5.391)  0.12
H (2.519, 0.654, 4.368)  0.13
H (4.315, -2.497, 4.359)  0.12
H (4.461, -2.566, 2.594)  0.12
H (1.012, -3.531, 2.029)  0.06
H (2.579, -3.304, 1.273)  0.07
H (-0.335, -1.279, 3.309)  0.08
H (0.429, 0.303, 3.268)  0.05
H (2.961, 0.679, 2.036)  0.05
H (3.802, -0.656, 1.268)  0.09

Computed properties:
HOMO level (eV): -6.7
M (g/mol): 970.5
ΔE to the lowest compared entry with this formula, charge and spin (eV): 0.000
Kohn-Sham gap (eV): 5.66

=====

Entry 5:
This record from the Open Molecules 2025 dataset describes the molecule C17H19N3O2S. The level of theory is ωB97M-V with the def2-TZVPD basis set.

Each line ends with the natural charge from an NBO analysis.
Cartesian coordinates (Å):
C (-3.313, -3.232, 1.125)  -0.24
O (-2.702, -2.448, 2.125)  -0.50
C (-2.232, -1.197, 1.846)  0.23
C (-1.998, -0.410, 2.971)  -0.24
C (-1.485, 0.868, 2.874)  -0.23
C (-1.207, 1.408, 1.628)  -0.02
C (-0.550, 2.750, 1.482)  -0.44
C (0.964, 2.637, 1.764)  -0.20
N (1.527, 1.421, 1.212)  -0.41
C (1.844, 0.346, 2.114)  -0.40
C (1.541, 1.282, -0.130)  0.47
N (1.381, 2.417, -0.825)  -0.55
C (1.452, 2.387, -2.140)  0.28
N (1.656, 1.334, -2.902)  -0.50
C (1.765, 0.192, -2.234)  0.07
S (1.925, -1.338, -3.042)  0.42
C (1.870, -2.150, -1.514)  -0.39
C (1.758, -1.320, -0.455)  -0.23
C (1.710, 0.054, -0.833)  -0.23
C (-1.454, 0.637, 0.500)  -0.31
C (-1.945, -0.659, 0.577)  0.30
O (-2.147, -1.448, -0.528)  -0.52
C (-1.948, -0.892, -1.804)  -0.25
H (-2.591, -3.587, 0.387)  0.19
H (-3.742, -4.083, 1.654)  0.19
H (-4.109, -2.684, 0.615)  0.18
H (-2.227, -0.845, 3.931)  0.23
H (-1.306, 1.444, 3.769)  0.21
H (-0.686, 3.118, 0.466)  0.23
H (-0.979, 3.472, 2.178)  0.22
H (1.475, 3.496, 1.320)  0.23
H (1.144, 2.627, 2.839)  0.20
H (1.001, -0.337, 2.259)  0.21
H (2.707, -0.205, 1.743)  0.21
H (2.107, 0.769, 3.083)  0.21
H (1.326, 3.334, -2.648)  0.18
H (1.919, -3.221, -1.499)  0.24
H (1.677, -1.691, 0.548)  0.23
H (-1.241, 1.066, -0.466)  0.22
H (-2.196, -1.686, -2.507)  0.20
H (-0.908, -0.590, -1.960)  0.18
H (-2.606, -0.035, -1.979)  0.18

Computed properties:
HOMO level (eV): -8.0
M (g/mol): 329.4
ΔE to the lowest compared entry with this formula, charge and spin (eV): 2.314
Kohn-Sham gap (eV): 8.70
Structure (SMILES): COc1ccc(CCN(C)c2ncnc3sccc23)cc1OC